A molecular structure, C17H45As3IrN4 at a distorted geometry, computed with ωB97M-V with the def2-TZVPD basis set.

Summary:
- ΔE to the lowest compared entry with this formula, charge and spin: 1.95 kcal per mole
- 2S+1: 5
- Net charge: +3
- Maximum force: 3.4 eV/Å
- E_HOMO (spin up / spin down): -15.54 / -15.44 eV
- Gap between HOMO and LUMO (spin up / spin down): 7.3 / 2.9 eV
- Calculated total energy: -209642.37205 eV

The geometry in XYZ format:
```
70
Properties=species:S:1:pos:R:3:lowdin_charge:R:1
Ir -0.60560 -0.78713 0.93455 1.0581
N -0.34312 -2.53477 2.14681 -0.1247
C -0.16579 -2.28314 3.65032 -0.1532
C -1.43619 -2.23107 4.50894 -0.1424
N -2.39931 -1.15363 4.30756 -0.1582
C -3.57752 -1.55210 3.59408 -0.1722
C -3.78241 -1.14871 2.14337 -0.1600
N -2.66996 -1.56365 1.18074 -0.1295
C -2.06495 0.25230 4.48373 -0.0991
C -1.65491 1.05724 3.17769 -0.1947
N -0.51870 0.63051 2.37620 -0.1452
H -1.17227 -3.13532 2.04086 0.0908
H 0.46009 -3.04294 1.76016 0.0751
H 0.43560 -1.39265 3.77431 0.0885
H 0.46758 -3.11466 3.99422 0.1422
H -1.09456 -2.12800 5.54881 0.1492
H -1.97413 -3.17881 4.45446 0.1327
H -4.45538 -1.16712 4.11958 0.1469
H -3.62008 -2.66023 3.68813 0.1401
H -3.94612 -0.06228 1.96464 0.1141
H -4.73125 -1.64271 1.77674 0.1546
H -3.00910 -1.43477 0.20239 0.0376
H -2.62293 -2.57816 1.23816 0.0832
H -1.20822 0.37077 5.19048 0.1467
H -2.91595 0.84973 4.89704 0.1566
H -1.41083 2.07415 3.55389 0.1466
H -2.53190 1.22884 2.52174 0.1095
H 0.23158 0.43457 3.03947 0.1096
H -0.29337 1.43382 1.78969 0.0867
C 2.85655 -2.26056 0.69183 -0.2855
As 1.81028 -0.72776 0.14603 1.0585
C 2.59871 0.99029 0.81184 -0.2534
C 2.21603 -0.99069 -1.86385 -0.2602
C 1.57452 -0.04855 -2.91761 -0.6636
C 1.93571 -0.47235 -4.39345 -0.0350
C 0.01418 -0.19101 -2.82068 -0.3165
As -1.12991 0.17716 -1.22598 0.9897
C -2.78844 -0.49164 -2.01237 -0.2619
C -1.20969 2.10709 -1.14034 -0.2645
C 2.10289 1.35988 -2.63545 -0.4009
As 1.48433 2.69319 -3.95699 1.1248
C 2.07781 4.30344 -2.91692 -0.3033
C 2.87914 2.69836 -5.28671 -0.3298
H 3.96164 -2.01704 0.66590 0.0855
H 2.70550 -3.11144 0.04515 0.0412
H 2.60139 -2.57284 1.72234 0.0265
H 3.46248 1.36500 0.23412 0.0600
H 2.99660 0.84784 1.83418 0.0472
H 1.84819 1.79150 0.85020 0.0096
H 1.88827 -2.02346 -1.96727 0.0740
H 3.30181 -0.99545 -1.97228 0.1019
H 1.80328 -1.57215 -4.51852 0.1097
H 2.97373 -0.20207 -4.58869 0.0939
H 1.28466 0.04257 -5.09234 0.0734
H -0.26149 -1.27422 -3.01541 0.1059
H -0.47680 0.38165 -3.61825 0.0721
H -2.77345 -0.52250 -3.12901 0.0739
H -3.66695 0.08300 -1.65344 0.0602
H -2.89071 -1.55545 -1.67298 0.0378
H -1.21861 2.58649 -2.14213 0.0539
H -0.23018 2.43914 -0.68584 0.0271
H -2.06205 2.50534 -0.56473 0.0492
H 3.20202 1.31535 -2.71488 0.0945
H 1.79841 1.79570 -1.64945 0.0397
H 1.43640 4.41906 -2.04663 -0.0038
H 1.93341 5.18144 -3.57071 0.0386
H 3.11178 4.24624 -2.55105 0.0370
H 2.72852 1.92676 -6.01063 0.0073
H 3.90010 2.58609 -4.88867 0.0511
H 2.82964 3.64647 -5.83713 0.0446
```

---

6 unconnected molecules or ions with the total composition C17H45F3N4O8S at a distorted geometry, computed with ωB97M-V with the def2-TZVPD basis set.

Summary:
- 2S+1: 2
- Net charge: +3
- Maximum force: 5.7 eV/Å
- E_HOMO (spin up / spin down): -18.50 / -18.50 eV
- Gap between HOMO and LUMO (spin up / spin down): 11.1 / 4.4 eV
- Calculated total energy: -59654.49687 eV

The geometry in XYZ format:
```
78
Properties=species:S:1:pos:R:3:lowdin_charge:R:1
O 0.33919 0.78255 -0.12880 -0.3462
H 0.77004 1.23425 -0.88038 -0.0143
C -0.75700 5.39339 -0.23904 0.0239
C -1.21045 4.05774 -0.65208 -0.3501
O -1.56229 3.83622 -1.80669 0.1460
N -1.39909 2.99573 0.47761 0.1009
H -0.67145 2.31820 0.29987 0.0848
H -1.19827 3.47116 1.34579 0.1589
C -2.81886 2.45216 0.58906 0.0407
H -0.11138 5.15904 0.60733 0.0791
H -1.44374 6.09039 0.24125 0.1293
H -0.07724 5.83634 -0.96694 0.0933
H -2.71173 1.68027 1.35117 0.0865
H -3.26775 1.97425 -0.28168 0.1005
H -3.42043 3.28224 0.95944 0.1163
C 3.40596 -0.70613 -0.18307 0.0309
C 3.75698 0.37528 0.74934 -0.3566
O 4.83783 0.57889 1.20660 0.2008
N 2.60033 1.28727 1.26933 0.0895
H 2.58679 2.22726 0.90007 0.0734
H 1.72956 0.99155 0.85172 0.0440
C 2.53215 1.26641 2.82229 0.0536
H 2.67133 -1.42213 0.18541 0.0986
H 4.33557 -1.11084 -0.58326 0.1197
H 2.90372 -0.33769 -1.07754 0.0610
H 3.54821 1.49265 3.14558 0.1045
H 2.14467 0.36878 3.30417 0.0894
H 1.86829 2.09423 3.07149 0.0978
C -0.55022 -0.15362 -3.87680 0.0314
N -0.54299 -1.65194 -3.49394 -0.3120
C -0.39422 -2.59494 -4.67633 0.0225
C 0.65672 -1.86184 -2.60325 -0.0030
C -1.88528 -1.93817 -2.68003 -0.0102
C -1.99604 -1.40415 -1.20448 -0.2284
O -1.93859 -0.01500 -1.20744 -0.0855
H -1.43035 0.17061 -4.43210 0.1231
H 0.39809 0.02816 -4.38251 0.1052
H -0.53469 0.43536 -2.95976 0.0713
H -1.20587 -2.43812 -5.38679 0.1191
H -0.33863 -3.61674 -4.30094 0.1130
H 0.46454 -2.37644 -5.31106 0.1166
H 0.64213 -1.16661 -1.76389 0.0698
H 1.50546 -1.54712 -3.21045 0.1081
H 0.74880 -2.92648 -2.38841 0.1211
H -1.96485 -3.01299 -2.84301 0.1290
H -2.66649 -1.43270 -3.24775 0.1357
H -1.19145 -1.79953 -0.58446 0.0887
H -2.89161 -1.75040 -0.68855 0.1249
H -1.12601 0.20693 -0.74691 -0.0073
C -2.51574 -3.04480 2.33141 0.0263
N -1.18417 -3.18349 3.06563 -0.3015
C -1.35815 -4.03569 4.31060 0.0031
C -0.15866 -3.90782 2.14521 0.0461
C -0.79369 -1.72602 3.66847 -0.0329
C -0.53662 -0.69806 2.60963 -0.2696
O 0.22750 -1.14222 1.53647 -0.0885
H -2.83270 -4.06935 2.13667 0.1204
H -2.39340 -2.37105 1.48336 0.0744
H -3.23450 -2.56777 2.99769 0.1138
H -1.79099 -4.99717 4.03440 0.1144
H -2.04969 -3.56489 5.00933 0.1149
H -0.37417 -4.19627 4.75115 0.1177
H -0.36611 -3.57606 1.12785 0.0838
H -0.13140 -4.98983 2.27408 0.1160
H 0.74144 -3.42146 2.52120 0.1011
H 0.02030 -1.88418 4.37594 0.1386
H -1.63771 -1.39465 4.27337 0.1392
H -0.13687 0.22334 3.03309 0.1161
H -1.45830 -0.29705 2.18796 0.1102
H 0.24322 -0.43677 0.88555 -0.0154
C 2.03630 2.94477 -2.62016 -0.4771
F 2.39161 1.69561 -2.43706 0.2066
F 2.68200 3.52437 -3.73622 0.1438
F 0.69837 3.11603 -2.80082 0.1610
S 2.57559 4.10374 -1.17467 0.6459
O 2.03008 3.57669 0.06224 -0.2832
O 4.00213 4.00393 -1.15034 -0.1005
O 2.16492 5.49238 -1.49121 -0.1141
```